C4H10N2 | ωB97M-V/def2-TZVPD

Geometry as XYZ:
```
16
Properties=species:S:1:pos:R:3:forces:R:3
C -1.1806 3.5940 0.4915 0.9 -0.6 -0.3
H 0.0372 2.1870 -1.3166 -0.6 -0.8 -0.7
H 0.7729 -2.5806 -0.9984 0.4 -0.3 -0.4
H 0.2425 -4.3115 -1.0623 0.9 -0.2 -0.4
H -2.1972 3.1979 0.5249 -0.1 0.4 -0.1
H -1.1413 4.5016 1.0778 0.3 -0.1 0.3
N -0.9166 3.8866 -0.8952 -2.3 0.2 -1.1
C -0.6156 2.9765 -1.7250 0.5 0.6 2.0
H 0.8649 -2.3750 1.9014 -0.3 -0.1 -0.2
H -0.5908 2.7435 0.8643 0.4 0.3 0.4
H -0.4494 -3.2365 -0.0231 0.4 0.1 0.8
H 2.4926 -3.2346 2.1992 -0.3 -0.1 0.3
C 0.5489 -3.4839 -0.4292 -1.8 0.4 -0.1
C 1.5972 -3.1218 1.5873 1.1 -0.1 0.0
N 1.6057 -3.7741 0.5097 -0.5 0.2 -0.1
H -1.0704 3.0309 -2.7064 1.0 0.1 -0.6
```
Forces are in eV/Å.

Computed properties:
SMILES: C=NC.C=NC
energy: -7287.3657 eV
ΔE to the lowest compared entry with this formula, charge and spin: 75.0 kcal per mole
strongest force on any atom: 0.0508 Eh/bohr
2S+1: 1

Charge distribution, natural (NBO) scheme, values in e: -0.438 0.134 0.207 0.206 0.211 0.209 -0.406 -0.060 0.143 0.164 0.176 0.170 -0.463 -0.057 -0.382 0.186